# 1
Entry from the OMol25 dataset: a cluster of 15 separate species, C5H39NO15 in total (the ωB97M-V functional and the def2-TZVPD basis).

Last column: Löwdin charge in e.
CARTESIAN COORDINATES (ANGSTROEM)
1 C 2.127 -1.941 1.300  -0.063
2 C 2.035 -1.168 -0.045  -0.355
3 C 2.547 -2.014 -1.195  -0.060
4 C 0.602 -0.712 -0.341  -0.043
5 C 1.366 -1.157 2.341  -0.509
6 N 0.195 -1.610 2.780  0.225
7 O 1.865 -0.130 2.846  -0.025
8 H 1.920 -3.008 1.231  0.125
9 H 3.138 -1.855 1.714  0.129
10 H 2.622 -0.272 0.128  0.098
11 H 3.162 -2.875 -0.949  0.088
12 H 1.833 -2.356 -1.925  0.024
13 H 3.254 -1.518 -1.882  0.095
14 H 0.182 -0.125 0.480  0.082
15 H -0.033 -1.578 -0.503  0.066
16 H 0.595 -0.040 -1.181  0.049
17 H -0.520 -1.143 3.322  0.078
18 H -0.211 -2.398 2.288  0.091
19 H -2.590 0.846 0.877  0.027
20 H -2.741 -0.291 -0.242  0.010
21 O -2.648 -0.118 0.715  -0.102
22 H -1.829 2.966 0.793  0.022
23 H -3.426 3.112 1.078  0.073
24 O -2.751 2.605 0.632  -0.082
25 H -2.929 3.296 -2.337  0.040
26 H -2.716 2.412 -1.099  0.013
27 O -2.282 2.701 -1.945  -0.081
28 H 1.068 2.620 -2.857  0.067
29 H 1.110 1.940 -1.487  0.017
30 O 1.049 1.745 -2.456  -0.075
31 H 3.437 0.548 1.989  0.027
32 H 4.332 1.773 1.929  0.063
33 O 3.775 1.227 1.365  -0.066
34 H -0.723 1.445 3.478  0.034
35 H 0.836 1.254 3.193  0.009
36 O 0.113 1.897 3.333  -0.056
37 H -1.593 -2.957 0.141  0.014
38 H -2.221 -1.871 0.975  -0.003
39 O -1.924 -2.805 1.029  -0.062
40 H -2.600 -0.719 2.411  0.008
41 H -3.207 -0.605 3.765  0.064
42 O -2.337 -0.588 3.348  -0.068
43 H -1.548 1.174 -3.642  0.058
44 H -0.349 0.714 -2.808  0.011
45 O -1.048 0.380 -3.415  -0.078
46 H 1.202 -1.502 -3.646  0.021
47 H -0.065 -1.163 -4.311  0.025
48 O 0.533 -1.924 -4.199  -0.053
49 H -0.304 3.291 2.199  0.030
50 H 0.307 3.301 0.864  0.014
51 O -0.492 3.656 1.308  -0.072
52 H 2.035 1.707 0.634  0.045
53 H 2.355 3.033 0.048  0.093
54 O 1.609 2.422 0.110  -0.051
55 H -2.250 -0.115 -2.335  0.015
56 H -3.633 -0.717 -2.517  0.066
57 O -3.138 -0.175 -1.894  -0.069
58 H 0.624 -3.707 -1.127  0.009
59 H 0.328 -3.169 -2.501  -0.002
60 O -0.045 -3.737 -1.807  -0.052

Output
Total energy in eV: -38023.613
Relative energy (zero: lowest compared OMol25 entry of this formula, charge and spin) in kJ/mol: 101.16
Kohn-Sham gap in eV: 10.65
Highest occupied orbital energy in eV: -10.5

# 2
Entry from the OMol25 dataset: a cluster of 14 separate species, C5H39NO15 in total (the ωB97M-V functional and the def2-TZVPD basis).

Last column: Löwdin charge in e.
CARTESIAN COORDINATES (ANGSTROEM)
1 C 1.700 0.169 2.942  -0.102
2 N 1.941 -0.538 1.678  -0.059
3 C 0.697 -0.844 0.972  -0.290
4 C 1.012 -0.746 -0.567  -0.323
5 C 1.683 -2.034 -1.158  -0.008
6 O -0.303 -0.543 -1.107  -0.087
7 C 0.098 -2.216 1.283  -0.189
8 O -1.018 -2.477 0.473  -0.120
9 H 1.078 -0.330 3.674  0.082
10 H 1.430 1.203 2.701  0.072
11 H 2.648 0.419 3.394  0.067
12 H 2.456 -1.396 1.827  0.112
13 H -0.091 -0.095 1.165  0.149
14 H 1.788 0.032 -0.715  0.127
15 H 1.326 -3.012 -0.846  0.063
16 H 2.756 -1.983 -0.976  0.055
17 H 1.342 -2.090 -2.235  0.112
18 H -0.248 -0.173 -2.030  0.052
19 H 0.826 -2.999 0.987  0.115
20 H -0.221 -2.305 2.331  0.139
21 H -1.059 -2.026 -0.384  0.061
22 H -0.655 1.634 -2.909  0.029
23 H 0.406 1.148 -3.809  0.070
24 O -0.377 0.807 -3.354  -0.039
25 H -4.069 -1.030 -0.295  0.054
26 H -3.323 -1.664 -1.507  0.030
27 O -3.748 -0.850 -1.192  -0.052
28 H -4.776 1.997 3.556  0.042
29 H -3.314 1.947 3.081  0.018
30 O -4.216 2.137 2.790  -0.055
31 H -1.514 -3.392 -1.021  -0.020
32 H -2.230 -4.583 -1.149  0.037
33 O -2.112 -3.778 -1.683  -0.060
34 H -1.640 1.947 -1.147  0.050
35 H -1.646 3.383 -1.898  0.053
36 O -1.113 2.709 -1.416  -0.077
37 H 0.901 2.017 0.373  0.032
38 H -0.156 3.100 -0.099  0.027
39 O 0.547 2.896 0.570  -0.076
40 H -0.364 -5.394 0.956  0.049
41 H -0.908 -4.170 0.245  -0.009
42 O -0.894 -5.155 0.190  -0.073
43 H 5.516 -2.137 -0.569  0.039
44 H 4.422 -1.074 -0.165  -0.004
45 O 4.931 -1.836 0.128  -0.064
46 H -3.399 3.515 -1.146  0.012
47 H -3.708 4.077 -2.590  0.062
48 O -3.200 4.234 -1.785  -0.066
49 H 4.164 0.825 1.686  0.004
50 H 5.013 1.996 0.869  0.039
51 O 4.813 1.072 1.028  -0.049
52 H -0.480 2.332 1.797  -0.017
53 H -1.071 3.388 2.747  0.048
54 O -1.180 2.461 2.490  -0.095
55 H 3.118 1.614 -2.193  0.027
56 H 4.054 1.608 -3.332  0.040
57 O 3.660 0.994 -2.698  -0.060
58 H -3.770 1.069 -0.408  0.034
59 H -3.940 2.140 0.674  0.045
60 O -3.578 2.005 -0.223  -0.050

Output
Total energy in eV: -38020.121
Relative energy (zero: lowest compared OMol25 entry of this formula, charge and spin) in kJ/mol: 438.04
Kohn-Sham gap in eV: 9.49
Highest occupied orbital energy in eV: -9.4

# 3
Entry from the OMol25 dataset: a cluster of 15 separate species, C5H39NO15 in total (the ωB97M-V functional and the def2-TZVPD basis).

Last column: Löwdin charge in e.
CARTESIAN COORDINATES (ANGSTROEM)
1 O -1.223 -0.574 -1.724  0.038
2 C -0.638 -1.381 -1.038  -0.174
3 C 0.665 -0.944 -0.310  -0.327
4 C 0.389 0.068 0.727  -0.160
5 C 1.143 -0.165 2.097  -0.211
6 C 2.081 -1.366 2.131  -0.122
7 N 1.342 -0.247 -1.380  0.066
8 H -1.002 -2.468 -1.001  0.119
9 H 1.070 -1.939 -0.165  0.120
10 H -0.720 0.086 0.883  0.083
11 H 0.420 1.140 0.310  0.108
12 H 1.769 0.658 2.549  0.106
13 H 0.207 -0.202 2.712  0.117
14 H 1.492 -2.398 2.225  0.113
15 H 2.917 -1.660 1.537  0.061
16 H 2.371 -1.151 3.134  0.050
17 H 0.990 0.537 -1.774  0.031
18 H 2.155 0.076 -1.008  -0.003
19 H -1.658 2.349 -1.247  -0.082
20 H -0.721 1.832 -2.087  0.013
21 O -1.154 2.638 -1.900  0.038
22 H 1.086 -3.149 -3.388  0.002
23 H -0.453 -3.297 -4.013  0.056
24 O 0.302 -3.709 -3.590  -0.075
25 H -0.807 2.784 0.094  0.096
26 H -2.277 2.377 0.427  -0.006
27 O -1.391 2.218 0.703  -0.092
28 H -1.707 3.112 3.904  0.035
29 H -1.535 2.319 2.426  0.043
30 O -1.220 2.514 3.365  -0.074
31 H 2.687 -3.195 -1.723  0.138
32 H 2.497 -1.778 -2.346  0.057
33 O 2.524 -2.751 -2.681  -0.134
34 H -2.012 -3.442 1.813  -0.027
35 H -0.899 -3.460 0.626  0.021
36 O -1.712 -3.840 1.047  -0.053
37 H -0.093 -4.387 -2.082  -0.036
38 H -0.596 -4.936 -0.759  0.045
39 O 0.023 -4.326 -1.161  -0.060
40 H -3.175 -0.745 -1.270  -0.040
41 H -3.968 -2.046 -0.826  0.085
42 O -4.033 -1.141 -1.278  -0.071
43 H 0.465 5.228 -0.572  0.019
44 H 1.185 4.710 0.676  -0.080
45 O 1.194 5.286 0.001  0.023
46 H 2.809 2.955 -1.408  0.066
47 H 2.317 2.865 -0.109  -0.011
48 O 2.446 2.301 -0.818  0.004
49 H -3.461 -1.206 2.093  -0.010
50 H -2.596 -1.103 0.922  0.035
51 O -2.667 -1.505 1.814  -0.001
52 H 3.623 0.539 -1.420  -0.026
53 H 5.019 0.319 -2.148  0.100
54 O 4.548 0.304 -1.229  -0.104
55 H -4.761 2.087 -0.457  0.035
56 H -4.465 1.234 0.622  0.077
57 O -4.087 2.030 0.181  -0.020
58 H 1.773 3.721 2.750  0.084
59 H 0.433 2.999 2.905  -0.010
60 O 1.085 3.224 2.236  -0.074

Output
Total energy in eV: -38016.521
Relative energy (zero: lowest compared OMol25 entry of this formula, charge and spin) in kJ/mol: 785.41
Kohn-Sham gap in eV: 9.27
Highest occupied orbital energy in eV: -9.4

# 4
Entry from the OMol25 dataset: a cluster of 2 separate species, C5H3Cl2IO2 in total (the ωB97M-V functional and the def2-TZVPD basis).

Last column: Löwdin charge in e.
CARTESIAN COORDINATES (ANGSTROEM)
1 C -2.044 0.120 0.671  -0.019
2 C -2.686 -0.775 0.174  -0.698
3 C 0.769 -0.215 -0.519  -0.503
4 C 1.935 -1.051 -0.060  0.053
5 C -0.270 1.828 0.275  -1.327
6 O 0.065 -0.414 -1.437  0.128
7 O 0.680 0.923 0.343  -0.119
8 Cl -0.454 2.841 1.608  0.686
9 Cl -0.475 2.653 -1.220  0.667
10 I -3.879 -2.479 0.156  0.862
11 H 2.386 -1.387 -1.069  0.145
12 H 1.452 -1.645 0.660  0.088
13 H 2.521 -0.398 0.418  0.036

Output
Total energy in eV: -42465.789
Kohn-Sham gap (spin up / spin down) in eV: 6.70 / 6.52
Highest occupied orbital energy (spin up / spin down) in eV: -7.3 / -10.1
Multiplicity: 3

# 5
Entry from the OMol25 dataset: a structure of composition C5H3ClN2O2S2 (the ωB97M-V functional and the def2-TZVPD basis).

Last column: Löwdin charge in e.
CARTESIAN COORDINATES (ANGSTROEM)
1 C 0.481 -1.788 0.098  -0.236
2 C 1.174 -0.634 -0.244  -0.169
3 C 2.489 -0.263 -0.432  -0.843
4 C 0.370 0.905 -0.478  -0.456
5 C -2.266 -0.094 0.117  -0.149
6 N 0.134 -2.863 0.381  0.195
7 N 2.804 0.865 -0.953  -0.320
8 O -0.708 1.119 1.882  -0.284
9 O -1.565 2.421 0.045  -0.332
10 S 1.579 1.930 -0.997  1.102
11 S -1.105 1.126 0.491  0.552
12 Cl 3.894 -1.285 -0.147  0.690
13 H -1.789 -1.143 0.520  0.114
14 H -3.149 0.068 0.642  0.055
15 H -2.344 -0.365 -0.924  0.080

Output
Total energy in eV: -46497.432
Relative energy (zero: lowest compared OMol25 entry of this formula, charge and spin) in kJ/mol: 186.56
Kohn-Sham gap in eV: 8.28
Highest occupied orbital energy in eV: -10.2

Question: total energy of number 5 (C5H3ClN2O2S2)?
Answer: -46497.432 eV